{
  "formula": "C46H91N9O7PS2",
  "method": "wB97M-V/def2-TZVPD",
  "species": ["C", "C", "O", "P", "O", "C", "C", "C", "N", "C", "N", "C", "C", "C", "S", "C", "S", "N", "C", "C", "C", "C", "C", "C", "C", "C", "C", "C", "C", "C", "N", "C", "C", "C", "C", "C", "C", "N", "O", "C", "C", "H", "H", "H", "H", "H", "H", "H", "H", "H", "H", "H", "H", "H", "H", "H", "H", "H", "H", "H", "H", "H", "H", "H", "H", "H", "H", "H", "H", "H", "H", "H", "H", "H", "H", "H", "H", "H", "H", "H", "H", "H", "H", "H", "H", "H", "H", "H", "C", "C", "C", "O", "C", "N", "H", "H", "H", "H", "H", "H", "H", "H", "H", "H", "H", "C", "C", "C", "O", "C", "N", "H", "H", "H", "H", "H", "H", "H", "H", "H", "H", "H", "C", "C", "C", "O", "C", "N", "H", "H", "H", "H", "H", "H", "H", "H", "H", "H", "H", "C", "C", "C", "O", "C", "N", "H", "H", "H", "H", "H", "H", "H", "H", "H", "H", "H"],
  "positions_angstrom": [[-2.1975, -0.3303, 5.7736], [-1.8891, 1.2441, 5.5176], [-0.4486, 1.4570, 5.6789], [0.3806, 1.2001, 4.2192], [-0.4386, 0.3440, 3.2039], [0.6924, 2.8562, 3.3060], [-0.4470, 3.9497, 3.5897], [-0.5291, 5.1072, 2.4443], [-0.9424, 4.6123, 1.1151], [-1.7294, 3.3977, 1.1233], [-2.9421, 3.4885, 1.7100], [-3.8798, 2.3326, 1.7450], [-4.7907, 2.4402, 0.3963], [-5.5942, 1.0961, 0.0650], [-4.3554, -0.2516, -0.2564], [-5.3256, -1.8213, 0.0094], [-7.0151, -1.8693, 0.0506], [-4.4824, -3.0538, 0.1668], [-3.0598, -2.7615, -0.1718], [-1.9607, -2.4077, 0.8852], [-0.4828, -2.1534, 0.4994], [-0.0011, -2.2452, -0.9989], [-1.0915, -2.5860, -2.0493], [-2.5935, -2.8444, -1.6675], [-4.6210, -3.4991, 1.5739], [-4.7703, -2.5226, 2.7954], [-4.9479, -3.0301, 4.2575], [-4.9979, -4.5479, 4.5461], [-4.8408, -5.5366, 3.3403], [-4.6621, -5.0368, 1.8616], [-1.1962, 2.2235, 0.4610], [-1.1594, 2.5356, -1.0011], [-0.6016, 4.0029, -1.2974], [0.0329, 4.7416, 0.0124], [1.5582, 4.3682, 0.3068], [2.0585, 2.9338, -0.2263], [2.5592, 2.9624, -1.7793], [2.2286, 1.6884, -2.4915], [1.9455, 0.5307, 4.4549], [2.1629, -0.6226, 3.5938], [2.4979, -0.2206, 2.0552], [-3.1385, -0.3720, 6.4290], [-2.3449, -0.9165, 4.7997], [-1.3142, -0.7371, 6.3705], [-2.2910, 1.5714, 4.4974], [-2.4288, 1.8456, 6.3327], [0.7584, 2.5611, 2.1992], [1.6767, 3.2727, 3.7240], [-0.1268, 4.5114, 4.5505], [-1.4791, 3.5105, 3.8320], [0.4666, 5.6642, 2.4916], [-1.3227, 5.8572, 2.8347], [-3.2434, 4.3863, 2.1323], [-4.6072, 2.5031, 2.6158], [-3.3870, 1.3122, 1.8706], [-5.5706, 3.2827, 0.5096], [-4.1185, 2.7577, -0.4787], [-6.4153, 0.8260, 0.8095], [-6.1340, 1.2835, -0.9422], [-2.2112, -2.3383, 2.0077], [0.3541, -1.9195, 1.2557], [1.0968, -2.0577, -1.2379], [-0.8165, -2.6960, -3.1554], [-3.3093, -3.1093, -2.5238], [-4.7657, -1.4027, 2.5979], [-5.0454, -2.2317, 5.0786], [-5.1296, -4.9397, 5.6058], [-4.8824, -6.6636, 3.4853], [-4.5627, -5.7743, 0.9920], [-1.6552, 1.3364, 0.6936], [-0.4984, 1.7457, -1.5049], [-2.2247, 2.3545, -1.4194], [0.0791, 4.0591, -2.2085], [-1.5280, 4.6485, -1.5631], [0.0344, 5.8604, -0.2953], [2.1997, 5.1446, -0.2678], [1.8995, 4.4457, 1.3918], [3.0237, 2.7062, 0.3740], [1.3541, 2.0640, -0.0059], [2.2166, 3.9104, -2.3336], [3.7162, 3.0235, -1.7718], [1.5017, 1.1479, -2.0091], [2.0254, 1.8344, -3.4868], [3.1378, -1.1335, 3.9798], [1.3505, -1.4286, 3.6690], [1.5742, 0.0919, 1.4632], [2.9265, -1.1545, 1.5219], [3.3492, 0.5547, 2.0241], [6.6239, -5.0778, 6.5843], [6.7589, -3.5900, 6.2724], [5.4142, -2.9017, 5.9596], [4.9012, -3.1760, 4.6580], [4.2150, -4.4129, 4.5476], [7.7215, -3.4181, 5.1766], [6.4686, -5.6827, 5.6892], [7.5353, -5.4487, 7.0624], [5.7916, -5.2613, 7.2697], [7.1702, -3.1095, 7.1668], [5.5771, -1.8189, 5.9867], [4.6614, -3.1208, 6.7263], [3.6720, -4.6675, 5.4620], [4.9149, -5.2081, 4.2855], [3.4955, -4.3274, 3.7295], [7.8850, -2.4224, 5.0386], [7.2554, -3.7071, 4.3157], [2.5423, -0.3724, -7.4276], [2.8038, -1.4348, -6.3632], [1.5592, -2.2746, -6.0129], [0.6133, -1.6030, -5.1794], [-0.2584, -0.7257, -5.8733], [3.3679, -0.7907, -5.1717], [2.0083, 0.4949, -7.0343], [3.4883, -0.0034, -7.8348], [1.9618, -0.7835, -8.2583], [3.5556, -2.1192, -6.7701], [1.8922, -3.1437, -5.4362], [1.0720, -2.6690, -6.9126], [-0.5089, -1.0956, -6.8711], [0.1833, 0.2708, -5.9355], [-1.1813, -0.6394, -5.2939], [3.6320, -1.5137, -4.5046], [2.6046, -0.2995, -4.7048], [-3.7730, 8.7945, -1.1601], [-3.5034, 7.4841, -0.4263], [-4.4048, 7.2707, 0.8071], [-4.0335, 8.0377, 1.9472], [-4.4967, 9.3802, 1.9297], [-2.0797, 7.4206, -0.0706], [-3.3522, 9.6592, -0.6445], [-3.3222, 8.7702, -2.1566], [-4.8464, 8.9604, -1.2859], [-3.7169, 6.6711, -1.1300], [-4.3079, 6.2228, 1.1164], [-5.4627, 7.4253, 0.5643], [-5.4746, 9.4735, 1.4500], [-3.7663, 10.0226, 1.4353], [-4.5846, 9.7196, 2.9641], [-1.8844, 6.5042, 0.3288], [-1.9342, 8.0603, 0.7119], [1.9581, -6.0647, -7.1285], [3.3313, -5.9100, -7.7768], [3.9785, -7.2519, -8.1762], [4.5239, -7.9885, -7.0861], [3.5733, -8.7450, -6.3540], [4.1999, -5.1388, -6.8771], [2.0174, -6.3988, -6.0910], [1.4318, -5.1053, -7.1218], [1.3408, -6.7774, -7.6821], [3.1899, -5.3301, -8.6956], [4.8265, -7.0332, -8.8337], [3.2884, -7.8747, -8.7577], [2.7786, -9.1398, -6.9931], [3.1508, -8.1396, -5.5497], [4.0956, -9.5856, -5.8917], [5.0799, -4.9525, -7.3548], [4.4679, -5.7583, -6.1113]],
  "lowdin_charge": [-0.078, -0.277, -0.260, 0.755, -0.364, -0.195, -0.190, -0.146, -0.070, -0.198, 0.114, -0.151, -0.223, -0.478, 0.847, -0.961, 0.666, -0.124, -0.253, -0.015, -0.054, -0.055, -0.054, -0.001, -0.221, -0.033, -0.066, -0.062, -0.047, 0.024, 0.101, -0.156, -0.071, -0.255, -0.138, -0.182, -0.266, -0.018, -0.254, -0.273, -0.098, 0.078, 0.067, 0.091, 0.085, 0.131, 0.069, 0.112, 0.134, 0.087, 0.142, 0.131, 0.166, 0.144, 0.103, 0.127, 0.097, 0.075, 0.098, 0.095, 0.070, 0.088, 0.080, 0.107, 0.079, 0.088, 0.089, 0.086, 0.106, 0.111, 0.112, 0.118, 0.118, 0.122, 0.146, 0.134, 0.095, 0.115, 0.078, 0.102, 0.118, 0.037, 0.066, 0.127, 0.118, 0.043, 0.090, 0.087, -0.073, -0.430, -0.204, -0.213, -0.105, 0.038, 0.064, 0.079, 0.078, 0.136, 0.119, 0.118, 0.092, 0.076, 0.084, 0.072, 0.070, -0.071, -0.426, -0.201, -0.216, -0.108, 0.045, 0.060, 0.079, 0.079, 0.126, 0.116, 0.112, 0.094, 0.070, 0.082, 0.074, 0.046, -0.064, -0.422, -0.202, -0.199, -0.095, 0.056, 0.069, 0.082, 0.083, 0.131, 0.095, 0.123, 0.095, 0.078, 0.092, 0.022, 0.080, -0.068, -0.425, -0.201, -0.190, -0.106, 0.041, 0.067, 0.055, 0.081, 0.135, 0.122, 0.119, 0.091, 0.073, 0.089, 0.077, 0.073],
  "homo_energy_ev": -10.16,
  "energy_ev": -107862.156,
  "total_charge": 1,
  "e_lumo_ev": -3.03,
  "orbital_gap_ev": 7.1,
  "de_lowest_ev": 13.4493
}